Formula: C41H33AsBCsF4I2N4O3
Source: the OMol25 dataset
Level of theory: ωB97M-V/def2-TZVPD

```
90
C41H33AsBCsF4I2N4O3, DFT ωB97M-V/def2-TZVPD
Cs 0.61 -0.14 -1.35
I 6.19 -1.37 -2.91
C 4.67 -2.73 -3.43
C 4.87 -3.71 -4.37
C 3.96 -4.73 -4.61
I 4.67 -6.63 -5.26
C 2.64 -4.48 -4.18
C 1.55 -5.31 -4.60
C 0.23 -4.84 -4.41
C 0.02 -3.58 -3.85
N 1.02 -2.89 -3.30
C 2.30 -3.33 -3.35
C 3.42 -2.59 -2.70
O 3.18 -1.86 -1.72
H 5.78 -3.67 -4.96
H 1.81 -6.25 -5.05
H -0.62 -5.52 -4.71
H -0.98 -3.13 -3.96
N -0.23 1.65 2.40
C 0.70 2.42 1.74
N 1.55 3.18 2.47
O 0.73 2.45 0.48
H -0.28 1.44 3.40
H -0.88 1.17 1.78
H 1.64 3.13 3.49
H 2.29 3.67 1.98
N 3.34 1.22 -0.47
C 4.30 1.38 0.31
C 4.29 0.66 1.61
C 4.19 -0.75 1.60
C 4.09 -1.45 2.78
C 4.08 -0.74 4.01
C 4.05 0.67 4.02
C 4.16 1.34 2.80
C 5.50 2.22 0.06
C 6.55 2.50 0.94
C 7.79 2.92 0.47
C 7.95 3.40 -0.84
C 6.80 3.45 -1.63
C 5.60 2.87 -1.19
H 4.05 -1.26 0.67
H 4.01 -2.57 2.85
H 4.13 -1.26 4.95
H 3.68 1.23 4.91
H 4.29 2.38 2.78
H 6.50 2.20 2.02
H 8.60 2.97 1.18
H 8.87 3.77 -1.19
H 6.76 3.93 -2.58
H 4.74 2.84 -1.83
F -3.72 -0.48 -2.72
B -2.68 -1.47 -2.93
F -1.74 -0.86 -3.92
F -3.08 -2.75 -3.28
F -1.87 -1.54 -1.71
O -2.01 0.37 0.38
As -3.56 0.44 0.92
C -4.49 -1.24 0.49
C -5.88 -1.29 0.68
C -6.62 -2.25 0.01
C -5.97 -3.25 -0.71
C -4.62 -3.24 -0.87
C -3.87 -2.30 -0.15
C -3.62 0.81 2.84
C -4.06 -0.11 3.78
C -4.19 0.28 5.08
C -4.09 1.66 5.46
C -3.76 2.57 4.50
C -3.33 2.13 3.21
C -4.51 2.00 0.06
C -4.27 2.00 -1.32
C -5.07 2.75 -2.18
C -6.12 3.52 -1.64
C -6.24 3.67 -0.26
C -5.35 2.95 0.58
H -6.32 -0.70 1.47
H -7.69 -2.35 0.10
H -6.60 -4.06 -1.13
H -4.07 -3.88 -1.55
H -2.80 -2.36 -0.08
H -4.37 -1.10 3.56
H -4.50 -0.47 5.84
H -4.18 1.95 6.54
H -3.74 3.63 4.73
H -2.89 2.83 2.46
H -3.36 1.54 -1.66
H -4.83 2.72 -3.25
H -6.74 4.08 -2.32
H -7.00 4.38 0.17
H -5.33 3.15 1.61
```

Properties
Relative energy (zero: lowest compared OMol25 entry of this formula, charge and spin)   39.87 kcal per mole
Multiplicity   1
Net charge   -2



Formula: C41H34CdF9N6Sb2
Source: the OMol25 dataset
Level of theory: ωB97M-V/def2-TZVPD

```
93
C41H34CdF9N6Sb2, DFT ωB97M-V/def2-TZVPD
Cd 13.92 14.10 10.18
C 17.17 10.87 9.50
C 16.49 12.02 9.96
N 15.20 12.21 9.64
C 14.46 11.18 9.12
C 15.13 9.98 8.92
N 16.45 9.91 8.97
C 13.04 11.38 8.78
C 12.22 10.33 8.24
C 10.88 10.64 7.91
C 10.48 11.97 7.98
C 11.38 12.95 8.44
N 12.54 12.61 9.02
C 11.05 14.33 8.45
C 9.80 14.85 8.02
N 9.52 16.15 7.95
C 10.55 16.98 8.17
C 11.76 16.52 8.64
N 12.00 15.24 8.81
C 9.93 9.66 7.34
C 8.62 10.04 7.12
C 7.85 9.32 6.25
N 8.18 8.11 5.82
C 9.39 7.69 6.15
C 10.33 8.38 6.88
H 18.25 10.72 9.57
H 16.90 12.84 10.47
H 14.64 9.09 8.43
H 12.58 9.32 8.06
H 9.49 12.33 7.66
H 9.02 14.19 7.73
H 10.37 18.03 7.93
H 12.52 17.31 8.78
H 8.31 11.01 7.44
H 6.85 9.60 5.92
H 9.67 6.70 5.78
H 11.34 7.97 6.95
F 19.60 23.74 5.91
C 19.30 22.43 6.13
C 18.87 21.56 5.13
C 18.39 20.28 5.55
C 18.23 19.94 6.89
C 18.77 20.78 7.86
C 19.32 22.05 7.50
Sb 16.89 18.27 7.38
C 14.97 18.81 6.56
C 14.65 20.15 6.24
C 13.46 20.40 5.44
C 12.57 19.32 5.31
F 11.41 19.52 4.64
C 12.87 18.01 5.61
C 14.09 17.76 6.25
C 16.69 18.87 9.45
C 16.42 20.21 9.85
C 16.57 20.63 11.15
C 16.82 19.65 12.14
F 16.74 20.05 13.46
C 17.02 18.30 11.82
C 16.97 17.94 10.47
H 18.58 21.86 4.08
H 17.96 19.63 4.78
H 18.93 20.46 8.92
H 19.57 22.76 8.28
H 15.26 20.97 6.59
H 13.26 21.41 5.01
H 12.20 17.14 5.42
H 14.35 16.70 6.50
H 16.05 20.91 9.05
H 16.52 21.65 11.42
H 17.16 17.55 12.61
H 17.27 16.91 10.20
F 16.80 15.14 8.48
Sb 18.68 14.83 8.21
F 18.80 15.12 10.11
F 18.33 12.97 8.46
F 20.54 14.43 8.19
F 18.49 14.56 6.27
F 18.94 16.76 8.05
C 16.29 13.46 13.58
C 14.79 13.58 13.31
C 14.00 14.20 14.53
C 14.08 12.21 13.18
C 14.68 14.47 12.12
H 16.45 12.72 14.39
H 16.73 14.41 13.86
H 16.82 13.09 12.68
H 13.93 13.60 15.45
H 12.98 14.48 14.24
H 14.43 15.16 14.83
H 14.10 11.56 14.09
H 14.49 11.56 12.36
H 13.03 12.39 12.95
H 15.05 15.55 12.06
```

Properties
Relative energy (zero: lowest compared OMol25 entry of this formula, charge and spin)   7.26 kcal per mole
Multiplicity   2
Expectation value of S²   0.76



Formula: C41H34ClN3O3PPtS
Source: the OMol25 dataset
Level of theory: ωB97M-V/def2-TZVPD

```
85
C41H34ClN3O3PPtS, DFT ωB97M-V/def2-TZVPD
Pt 1.11 0.02 0.55
Cl -0.36 1.79 1.82
C -0.87 0.93 3.22
C -1.22 1.65 4.35
C -1.67 0.98 5.47
C -1.76 -0.41 5.46
C -1.39 -1.12 4.34
C -0.95 -0.46 3.19
P -0.58 -1.42 1.68
C -2.16 -1.55 0.82
C -3.19 -0.64 1.04
C -4.39 -0.79 0.37
C -4.56 -1.82 -0.54
C -3.53 -2.74 -0.76
C -2.33 -2.59 -0.10
C -0.22 -3.06 2.36
C -1.21 -4.05 2.46
C -0.95 -5.20 3.18
C 0.29 -5.39 3.79
C 1.28 -4.42 3.67
C 1.03 -3.26 2.95
H -1.15 2.73 4.35
H -1.97 1.53 6.35
H -2.12 -0.94 6.33
H -1.45 -2.20 4.35
H -3.07 0.17 1.75
H -5.20 -0.11 0.57
H -5.49 -1.92 -1.08
H -3.68 -3.56 -1.45
H -1.52 -3.28 -0.29
H -2.18 -3.90 2.02
H -1.71 -5.96 3.27
H 0.48 -6.28 4.36
H 2.24 -4.57 4.14
H 1.79 -2.50 2.84
O -0.38 2.10 -1.15
C -1.14 1.84 -2.27
C -1.14 -0.24 -2.19
O -1.61 -0.62 -3.19
O -0.66 -0.43 -1.13
C -0.44 2.06 -3.53
C 0.79 2.73 -3.50
C 1.44 3.05 -4.67
C 0.89 2.70 -5.90
C -0.31 1.99 -5.94
C -0.98 1.69 -4.77
C -2.57 2.20 -2.23
C -3.57 1.52 -2.94
C -4.87 2.00 -2.97
C -5.19 3.18 -2.32
C -4.23 3.84 -1.56
C -2.93 3.36 -1.51
H -0.93 2.50 -0.46
H 1.20 3.04 -2.55
H 2.37 3.60 -4.64
H 1.37 2.99 -6.82
H -0.74 1.70 -6.88
H -1.92 1.16 -4.83
H -3.37 0.58 -3.44
H -5.62 1.46 -3.53
H -6.18 3.61 -2.43
H -4.48 4.74 -1.02
H -2.19 3.93 -0.97
C 5.32 0.55 3.87
N 5.39 0.30 2.45
C 6.52 0.09 1.72
C 6.15 -0.06 0.42
N 4.78 0.06 0.36
C 4.32 0.27 1.63
S 2.76 0.56 2.22
C 4.07 0.00 -0.85
C 4.70 0.44 -2.01
C 4.07 0.27 -3.23
C 2.85 -0.40 -3.26
C 2.28 -0.77 -2.06
N 2.84 -0.53 -0.87
H 6.32 0.59 4.28
H 4.75 -0.24 4.37
H 4.80 1.50 4.06
H 7.50 0.06 2.15
H 6.76 -0.28 -0.43
H 5.67 0.92 -1.97
H 4.52 0.63 -4.14
H 2.35 -0.60 -4.19
H 1.35 -1.32 -2.03
```

Properties
Multiplicity   1
Net charge   +3



Formula: C41H34CrN6OPS
Source: the OMol25 dataset
Level of theory: ωB97M-V/def2-TZVPD

```
85
C41H34CrN6OPS, DFT ωB97M-V/def2-TZVPD
Cr -0.98 0.97 0.83
N 1.76 1.36 4.67
C 0.89 1.12 3.64
S 1.29 3.07 1.39
N -0.35 1.37 3.81
N -1.28 1.06 2.79
C -1.68 -0.28 2.75
C -3.15 -0.49 2.49
C -3.94 -1.19 3.37
C -5.30 -1.35 3.12
C -5.84 -0.80 1.97
C -5.05 -0.10 1.07
C -3.68 0.07 1.31
O -2.90 0.71 0.44
H 2.72 1.53 4.42
H 1.38 1.90 5.44
H -1.32 -0.85 3.61
H -3.50 -1.60 4.28
H -5.92 -1.90 3.82
H -6.90 -0.92 1.76
H -5.47 0.33 0.17
N -1.51 3.02 0.17
C -0.80 3.58 -0.96
C -0.71 4.95 -1.14
C -0.08 5.47 -2.25
C 0.44 4.61 -3.22
C 0.36 3.24 -3.03
C -0.23 2.71 -1.89
P -0.26 0.92 -1.52
C 1.47 0.34 -1.62
C 1.65 -1.03 -1.42
C 2.92 -1.58 -1.43
C 4.02 -0.77 -1.62
C 3.85 0.59 -1.81
C 2.58 1.15 -1.81
C -1.01 0.27 -3.06
C -2.40 0.34 -3.15
C -3.04 -0.05 -4.32
C -2.30 -0.51 -5.39
C -0.92 -0.60 -5.30
C -0.27 -0.21 -4.13
H -2.45 2.71 -0.09
H -1.60 3.69 0.93
H -1.14 5.61 -0.39
H -0.01 6.54 -2.38
H 0.91 5.01 -4.11
H 0.77 2.57 -3.78
H 0.78 -1.66 -1.26
H 3.05 -2.65 -1.28
H 5.02 -1.20 -1.62
H 4.71 1.24 -1.94
H 2.46 2.22 -1.92
H -2.97 0.68 -2.30
H -4.12 0.01 -4.38
H -2.80 -0.81 -6.31
H -0.34 -0.98 -6.13
H 0.81 -0.29 -4.06
C 5.37 0.49 1.87
C 3.98 1.08 1.78
C 2.97 0.39 2.32
C 1.48 0.61 2.32
N 0.95 1.43 1.23
C 2.95 3.26 0.96
C 3.96 2.39 1.12
H 5.38 -0.47 2.38
H 6.05 1.17 2.39
H 5.78 0.34 0.86
H 3.24 -0.55 2.80
H 1.06 -0.39 2.18
H 3.16 4.24 0.54
H 4.93 2.73 0.77
N -0.42 -8.92 0.08
C -0.48 -7.79 0.24
C -0.55 -6.36 0.44
C 0.53 -5.55 0.10
C 0.46 -4.19 0.31
C -0.69 -3.62 0.85
C -1.78 -4.43 1.18
C -1.71 -5.80 0.98
C -0.80 -2.21 1.11
C -0.97 -1.04 1.39
H 1.41 -6.00 -0.33
H 1.31 -3.56 0.06
H -2.67 -3.97 1.58
H -2.55 -6.43 1.24
```

Properties
Relative energy (zero: lowest compared OMol25 entry of this formula, charge and spin)   90.76 kcal per mole
Multiplicity   4
Expectation value of S²   3.81



The calculation returns the following calculated total energy values, one per record and in order: -5302.75205; -3458.26584; -3290.85214; -3770.46737 hartree.